Below is a structure of composition C35H63FeN8O at a distorted geometry, with properties calculated with ωB97M-V/def2-TZVPD.

* spin multiplicity: 7
* LUMO (alpha / beta): -9.60 / -14.53 eV
* total charge: +3
* Kohn-Sham gap (alpha / beta): 6.989 / 2.054 eV
* electronic energy: -85639.0185 eV

Last column: Mulliken charge in e.
CARTESIAN COORDINATES (ANGSTROEM)
Fe -0.0485 3.4653 0.0715  0.373
C -0.9418 -0.3320 0.7863  -0.699
C 0.4781 0.1667 0.5380  0.885
C 1.1596 -0.6780 -0.6096  -0.835
O 0.5225 1.5439 0.1995  0.187
H -0.8366 -1.4003 0.9755  0.024
H -1.5821 -0.2108 -0.0874  0.090
H -1.4160 0.1168 1.6591  0.006
H 1.0623 -0.0150 1.4401  0.277
H 0.4678 -0.7029 -1.4516  0.103
H 1.3747 -1.6661 -0.2028  0.106
H 2.0771 -0.1751 -0.9153  0.538
C -3.8088 -1.5783 3.9971  -0.895
C -2.5882 -2.2554 4.5984  -0.576
C -2.2532 -3.6235 4.0328  0.520
C -3.3457 -4.5817 4.0668  -0.058
N -4.2054 -5.3795 4.1208  -0.402
H -4.0907 -0.7367 4.6298  0.226
H -4.6535 -2.2663 3.9622  0.473
H -3.6266 -1.2510 2.9735  0.112
H -2.7277 -2.4022 5.6694  0.425
H -1.6979 -1.6265 4.5930  0.285
H -1.4833 -4.1540 4.5930  0.295
H -1.9802 -3.4516 2.9916  -0.378
C 3.1144 -3.3386 4.0584  -1.132
C 1.9552 -3.7602 3.1617  -0.127
C 2.2593 -3.6590 1.6120  1.457
C 3.2042 -4.6513 1.0622  -0.035
N 3.9562 -5.4164 0.6099  -0.416
H 3.9630 -4.0225 4.0780  0.350
H 2.8230 -3.2681 5.1063  0.407
H 3.4487 -2.3517 3.7384  0.115
H 1.0945 -3.1184 3.3500  0.021
H 1.7044 -4.7898 3.4168  0.386
H 2.6777 -2.6667 1.4433  -0.803
H 1.3580 -3.7981 1.0149  -0.137
C -1.9943 -3.8554 -0.6701  -0.633
C -2.4316 -2.9712 -1.8836  0.439
C -3.2536 -3.6764 -2.9459  -0.474
C -4.4351 -4.3328 -2.4241  -0.111
N -5.4078 -4.8157 -2.0229  -0.372
H -2.7622 -4.6097 -0.4988  0.507
H -1.8563 -3.2085 0.1963  -0.219
H -1.0657 -4.3557 -0.9451  0.293
H -1.5580 -2.6085 -2.4252  -0.102
H -2.9291 -2.0817 -1.4971  0.052
H -2.6913 -4.3931 -3.5445  0.429
H -3.7198 -3.0091 -3.6707  0.248
C -3.0556 0.1937 -3.1299  -0.510
C -2.9647 1.4029 -4.0811  -0.408
C -3.2492 2.7796 -3.3954  -0.702
C -2.3324 2.9980 -2.2601  0.517
N -1.5773 3.2015 -1.3894  -0.322
H -3.0743 -0.7669 -3.6447  0.101
H -3.8952 0.2595 -2.4379  0.542
H -2.1537 0.2226 -2.5184  -0.092
H -3.7648 1.3174 -4.8164  0.432
H -1.9954 1.4144 -4.5794  0.166
H -4.1508 2.7248 -2.7853  0.311
H -3.2717 3.5875 -4.1267  0.420
C -0.2551 -1.2069 -5.8458  -0.883
C 1.0917 -1.2863 -4.9959  -0.395
C 1.8464 0.0865 -4.9407  -0.540
C 1.0676 1.1204 -4.2435  0.289
N 0.3883 1.9428 -3.7177  -0.456
H -0.9477 -0.5241 -5.3538  -0.019
H -0.8289 -2.1237 -5.9818  0.386
H -0.1025 -0.8385 -6.8603  0.367
H 1.7242 -2.0806 -5.3923  0.426
H 0.8837 -1.6030 -3.9739  0.049
H 2.1508 0.3455 -5.9547  0.485
H 2.8086 -0.0664 -4.4520  0.382
C -3.6963 4.6678 4.3303  -1.169
C -3.1886 3.3072 4.7043  -0.674
C -3.1263 2.3580 3.5233  -0.003
C -2.2124 2.7405 2.4349  0.450
N -1.4819 3.0520 1.5967  -0.036
H -2.9217 5.2288 3.8075  0.326
H -4.0054 5.1970 5.2317  0.379
H -4.5670 4.5607 3.6833  0.324
H -3.8755 2.8856 5.4383  0.368
H -2.2145 3.3996 5.1846  0.351
H -4.0930 2.2100 3.0419  0.399
H -2.7630 1.3748 3.8222  -0.087
C 4.6338 -0.2302 1.4448  -0.784
C 5.0998 0.5789 2.6709  -0.682
C 4.4561 2.0017 2.6642  -0.402
C 4.6459 2.6887 1.4135  0.320
N 4.7877 3.2581 0.4181  -0.426
H 3.5842 -0.5225 1.4166  -0.226
H 5.1776 -1.1522 1.6502  0.358
H 5.0760 0.1339 0.5174  0.560
H 6.1794 0.6858 2.5659  0.342
H 4.9227 0.0477 3.6061  0.391
H 4.8872 2.5786 3.4824  0.377
H 3.4013 1.8698 2.9050  0.142
C 4.4137 5.7841 -2.4556  -1.248
C 4.3539 4.3513 -3.1440  -0.562
C 2.9401 3.9053 -3.4275  0.083
C 2.0953 3.9116 -2.2205  0.595
N 1.4239 3.9867 -1.2718  -0.272
H 5.4122 5.9788 -2.0643  0.352
H 3.8515 5.8372 -1.5233  0.365
H 4.1081 6.5779 -3.1372  0.359
H 4.7867 3.6710 -2.4105  0.321
H 4.9444 4.4500 -4.0549  0.367
H 2.9120 2.8934 -3.8317  -0.137
H 2.4003 4.5847 -4.0871  0.406